Entry 1:
The following is a quantum chemistry calculation of a 5-piece molecular cluster, C15H20O15 overall, from the Open Molecules 2025 dataset.

Last columns: bonded neighbours and bond lengths (Å).
Atoms and positions in Å:
1 O 1.73 0.84 1.30  C23 1.331, C28 1.489
2 O 3.14 2.52 1.04  C19 1.426, C23 1.355
3 O 2.41 -2.05 -2.81  C20 1.366, C27 1.515
4 O 0.01 -1.36 -0.06  C24 1.323, C25 1.500
5 O -4.33 -3.02 2.41  C29 1.191
6 O -0.31 5.47 -2.96  C16 1.206
7 O 4.09 -0.85 -1.86  C20 1.196
8 O -0.44 0.08 -1.62  C24 1.197
9 O -1.71 -0.08 0.29  C24 1.325, C30 1.475
10 O 1.53 2.54 2.68  C23 1.201
11 O -2.23 -3.32 3.25  C26 1.458, C29 1.363
12 O -2.07 4.66 -1.72  C16 1.416, C17 1.418
13 O 2.80 0.03 -3.50  C18 1.511, C20 1.350
14 O -3.40 -5.08 2.61  C22 1.399, C29 1.354
15 O -0.47 6.05 -0.80  C16 1.330, C21 1.444
16 C -0.86 5.39 -1.88  O6 1.206, O12 1.416, O15 1.330
17 C -2.12 4.51 -0.31  O12 1.418, C21 1.512, H38 1.128, H50 1.086
18 C 1.47 -0.27 -4.15  O13 1.511, C27 1.538, H31 1.082, H32 1.078
19 C 3.46 1.67 -0.06  O2 1.426, C28 1.546, H34 1.084, H42 1.080
20 C 3.22 -0.96 -2.67  O3 1.366, O7 1.196, O13 1.350
21 C -1.45 5.76 0.21  O15 1.444, C17 1.512, H35 1.102, H46 1.136
22 C -2.05 -5.45 2.64  O14 1.399, C26 1.475, H40 1.033, H48 1.124
23 C 2.09 2.05 1.74  O1 1.331, O2 1.355, O10 1.201
24 C -0.73 -0.38 -0.55  O4 1.323, O8 1.197, O9 1.325
25 C -0.64 -1.91 1.17  O4 1.500, C30 1.527, H37 1.065, H43 1.129
26 C -1.37 -4.46 3.50  O11 1.458, C22 1.475, H39 1.088, H47 1.064
27 C 1.49 -1.80 -3.99  O3 1.515, C18 1.538, H44 1.094, H45 1.103
28 C 2.32 0.62 -0.05  O1 1.489, C19 1.546, H33 1.078, H41 1.074
29 C -3.42 -3.73 2.71  O5 1.191, O11 1.363, O14 1.354
30 C -1.41 -0.67 1.61  O9 1.475, C25 1.527, H36 1.107, H49 1.081
31 H 0.64 0.21 -3.64  C18 1.082
32 H 1.51 0.00 -5.19  C18 1.078
33 H 2.66 -0.40 -0.11  C28 1.078
34 H 3.39 2.35 -0.90  C19 1.084
35 H -2.18 6.59 0.32  C21 1.102
36 H -0.80 0.08 2.15  C30 1.107
37 H 0.09 -2.27 1.86  C25 1.065
38 H -3.18 4.44 0.06  C17 1.128
39 H -0.32 -4.25 3.32  C26 1.088
40 H -1.87 -6.37 3.07  C22 1.033
41 H 1.62 0.82 -0.83  C28 1.074
42 H 4.40 1.19 0.15  C19 1.080
43 H -1.29 -2.71 0.71  C25 1.129
44 H 2.02 -2.29 -4.81  C27 1.094
45 H 0.48 -2.23 -3.84  C27 1.103
46 H -0.94 5.50 1.19  C21 1.136
47 H -1.44 -4.69 4.54  C26 1.064
48 H -1.64 -5.48 1.59  C22 1.124
49 H -2.33 -0.95 2.10  C30 1.081
50 H -1.56 3.66 0.07  C17 1.086

Results
Gap between HOMO and LUMO   10.923 eV
Structure (SMILES)   O=C1OCCO1.O=C1OCCO1.O=C1OCCO1.O=C1OCCO1.O=C1OCCO1
Charge   0
HOMO energy   -10.72 eV
Largest force on an atom   3.42 eV/A
LUMO level   0.2 eV

=====

Entry 2:
The following is a quantum chemistry calculation of a 3-piece molecular cluster, C8H19FN5O2 overall, from the Open Molecules 2025 dataset.

Last columns: bonded neighbours and bond lengths (Å).
Atoms and positions in Å:
1 F -1.28 -0.48 -0.51  C11 1.497
2 O 0.94 3.26 3.30  C15 1.221
3 O -1.59 -3.14 -3.55  C9 1.221
4 N 1.27 4.18 1.27  C15 1.345, H34 1.006, H35 1.012
5 N -2.69 -3.47 -5.48  C9 1.345, H30 1.006, H32 1.012
6 N 0.45 5.43 2.97  C15 1.345, H23 1.012, H33 1.006
7 N -3.75 -2.52 -3.72  C9 1.345, H19 1.012, H25 1.006
8 N 1.19 -1.12 0.86  C10 1.543, C13 1.518, C16 1.384
9 C -2.61 -3.05 -4.21  O3 1.221, N5 1.345, N7 1.345
10 C 0.32 -1.18 2.14  N8 1.543, C14 1.645, H20 1.185, H22 1.181
11 C -0.26 -1.18 -1.35  F1 1.497, C13 1.658, H18 1.173, H27 1.191
12 C 2.23 0.33 2.45  C14 1.672, C16 1.660, H21 1.180, H31 1.192
13 C 0.99 -1.82 -0.47  N8 1.518, C11 1.658, H24 1.194, H28 1.171
14 C 0.61 0.27 2.86  C10 1.645, C12 1.672, H26 1.171, H29 1.182
15 C 0.89 4.23 2.56  O2 1.221, N4 1.345, N6 1.345
16 C 2.32 -0.31 0.92  N8 1.384, C12 1.660, H17 1.174
17 H 3.15 -0.10 0.13  C16 1.174
18 H -0.85 -1.97 -1.99  C11 1.173
19 H -3.73 -2.19 -2.76  N7 1.012
20 H -0.80 -1.47 1.90  C10 1.185
21 H 2.98 -0.12 3.24  C12 1.180
22 H 0.96 -1.93 2.79  C10 1.181
23 H 0.15 5.51 3.93  N6 1.012
24 H 1.97 -1.62 -1.11  C13 1.194
25 H -4.60 -2.44 -4.24  N7 1.006
26 H 0.33 0.39 3.99  C14 1.171
27 H 0.24 -0.32 -2.01  C11 1.191
28 H 0.92 -2.99 -0.34  C13 1.171
29 H 0.09 1.09 2.19  C14 1.182
30 H -3.53 -3.40 -6.04  N5 1.006
31 H 2.32 1.50 2.21  C12 1.192
32 H -1.86 -3.87 -5.89  N5 1.012
33 H 0.40 6.24 2.37  N6 1.006
34 H 1.23 4.97 0.64  N4 1.006
35 H 1.61 3.29 0.92  N4 1.012

Results
Gap between HOMO and LUMO   8.275 eV
Charge   +1
HOMO energy   -12.47 eV
Largest force on an atom   5.58 eV/A
LUMO level   -4.2 eV

=====

Entry 3:
The following is a quantum chemistry calculation of one molecule with the formula CHF3, from the Open Molecules 2025 dataset.

Last columns: bonded neighbours and bond lengths (Å).
Atoms and positions in Å:
1 F 1.24 0.38 0.35  C4 1.371
2 F -0.20 0.19 -1.29  C4 1.344
3 F -0.87 0.65 0.75  C4 1.349
4 C -0.01 -0.08 0.01  F1 1.371, F2 1.344, F3 1.349, H5 1.100
5 H -0.16 -1.15 0.19  C4 1.100

Results
Gap between HOMO and LUMO   15.128 eV
Structure (SMILES)   FC(F)F
Charge   0
HOMO energy   -14.06 eV
Largest force on an atom   1.41 eV/A
LUMO level   1.1 eV